# 1
# C39H52AuNP

A structure of composition C39H52AuNP (ωB97M-V with the def2-TZVPD basis set, the OMol25 dataset).

Each line ends with the Mulliken charge.
Geometry (Å):
Au (-1.799, 1.449, 0.069)  0.07
C (-1.128, 4.223, 3.216)  -0.68
C (-0.684, 5.372, 2.574)  -0.61
C (-0.225, 5.275, 1.277)  -0.88
C (-0.238, 4.053, 0.586)  0.69
C (-0.836, 2.896, 1.160)  -0.74
C (-1.225, 3.040, 2.507)  -0.17
C (0.466, 3.969, -0.715)  0.94
C (1.451, 4.943, -1.075)  -0.55
C (2.204, 4.784, -2.196)  -1.21
C (1.993, 3.662, -3.030)  1.34
C (2.730, 3.405, -4.204)  -0.84
C (2.459, 2.298, -4.963)  -0.55
C (1.429, 1.417, -4.579)  -0.53
C (0.694, 1.647, -3.450)  -0.20
C (0.965, 2.771, -2.633)  -0.68
N (0.248, 2.938, -1.502)  0.04
H (-1.433, 4.267, 4.257)  0.39
H (-0.690, 6.328, 3.086)  0.37
H (0.111, 6.180, 0.783)  0.36
H (-1.617, 2.168, 3.023)  0.37
H (1.629, 5.797, -0.438)  0.25
H (2.971, 5.506, -2.456)  0.37
H (3.508, 4.102, -4.495)  0.39
H (3.030, 2.099, -5.861)  0.37
H (1.217, 0.551, -5.195)  0.41
H (-0.110, 0.986, -3.150)  0.55
C (-5.926, -1.826, -1.246)  -1.42
C (-5.527, -0.503, -1.916)  2.45
C (-6.671, 0.509, -1.775)  -1.77
C (-5.250, -0.761, -3.404)  -1.53
C (-4.315, 0.040, -1.282)  -0.49
C (-3.279, 0.469, -0.812)  -0.44
H (-6.777, -2.280, -1.763)  0.39
H (-6.197, -1.660, -0.202)  0.39
H (-5.089, -2.525, -1.269)  0.18
H (-7.581, 0.144, -2.261)  0.41
H (-6.391, 1.461, -2.228)  0.38
H (-6.886, 0.693, -0.722)  0.37
H (-6.144, -1.155, -3.898)  0.42
H (-4.439, -1.482, -3.514)  0.27
H (-4.951, 0.163, -3.900)  0.38
C (2.992, -2.947, 4.521)  -1.07
C (2.048, -1.753, 4.604)  0.22
C (0.664, -2.122, 4.071)  -1.49
C (0.662, -2.712, 2.647)  0.24
C (1.803, -3.727, 2.437)  -1.18
C (3.151, -3.361, 3.063)  -0.55
P (0.249, -1.407, 1.336)  -0.33
C (1.872, -0.458, 1.212)  1.87
C (2.306, -0.032, -0.190)  0.07
C (3.645, 0.707, -0.121)  -1.22
C (3.539, 1.949, 0.762)  0.16
C (3.043, 1.572, 2.157)  -1.28
C (1.725, 0.807, 2.063)  -0.50
C (0.342, -2.528, -0.176)  -0.11
C (-0.552, -3.763, -0.004)  -1.05
C (-0.766, -4.462, -1.347)  -1.02
C (-1.588, -3.585, -2.303)  -0.95
C (-1.457, -2.103, -1.943)  -0.93
C (-0.064, -1.735, -1.442)  0.97
H (2.584, -3.783, 5.101)  0.36
H (3.966, -2.691, 4.947)  0.43
H (2.473, -0.930, 4.024)  -0.30
H (1.952, -1.416, 5.640)  0.39
H (0.014, -1.243, 4.088)  0.43
H (0.230, -2.860, 4.757)  0.54
H (-0.268, -3.288, 2.582)  0.68
H (1.956, -3.913, 1.372)  0.30
H (1.484, -4.677, 2.884)  0.51
H (3.620, -2.541, 2.515)  0.16
H (3.818, -4.224, 2.984)  0.42
H (2.654, -1.094, 1.635)  -0.40
H (1.555, 0.643, -0.607)  -0.27
H (2.406, -0.892, -0.857)  0.24
H (3.955, 0.992, -1.132)  0.45
H (4.412, 0.038, 0.288)  0.36
H (2.830, 2.648, 0.310)  -0.39
H (4.511, 2.448, 0.827)  0.47
H (2.898, 2.475, 2.757)  0.49
H (3.800, 0.957, 2.660)  0.35
H (0.969, 1.439, 1.598)  -0.86
H (1.359, 0.564, 3.065)  0.65
H (1.380, -2.863, -0.287)  0.75
H (-1.522, -3.466, 0.408)  0.42
H (-0.098, -4.472, 0.692)  0.54
H (-1.271, -5.418, -1.187)  0.46
H (0.213, -4.678, -1.786)  0.30
H (-2.643, -3.870, -2.253)  0.28
H (-1.258, -3.757, -3.332)  0.32
H (-2.177, -1.830, -1.176)  -0.08
H (-1.697, -1.489, -2.813)  0.60
H (-0.084, -0.666, -1.213)  -0.95
H (0.669, -1.894, -2.241)  0.20

Output
charge: -1
frontier orbital gap: 7.097 eV
HOMO: -0.162 Eh
relative energy (zero: lowest compared OMol25 entry of this formula, charge and spin): 42.6 kJ/mol

=====

# 2
# C39H52CrN7O2PS5Si

A structure of composition C39H52CrN7O2PS5Si (ωB97M-V with the def2-TZVPD basis set, the OMol25 dataset).

Each line ends with the Mulliken charge.
Geometry (Å):
Cr (-0.287, -0.131, 0.216)  1.67
N (-2.207, 0.706, -0.639)  -0.53
N (-2.364, 0.366, -2.000)  -0.54
C (-1.333, -0.334, -2.576)  -0.21
N (-1.465, -0.724, -3.841)  -0.24
N (-0.326, -0.550, -1.776)  1.09
N (1.011, -0.783, -2.323)  0.01
O (1.839, -0.281, -1.491)  -0.43
O (1.165, -0.690, -3.537)  -0.72
H (-2.915, 0.237, -0.072)  -0.12
H (-2.360, 1.708, -0.547)  0.31
H (-3.307, 0.210, -2.323)  0.34
H (-2.209, -0.351, -4.405)  0.26
H (-0.620, -1.065, -4.288)  0.13
C (0.831, 2.203, 3.839)  -2.06
C (-0.356, 3.140, 3.573)  2.72
C (-1.580, 2.699, 4.391)  -1.63
C (-0.063, 4.593, 3.924)  -1.82
P (-0.644, 2.671, 1.812)  -0.83
C (-2.412, 2.884, 1.509)  1.03
C (-2.956, 4.109, 1.119)  -0.72
C (-4.331, 4.276, 1.058)  -0.82
C (-5.176, 3.227, 1.390)  -0.81
C (-4.646, 2.010, 1.794)  -0.94
C (-3.272, 1.843, 1.864)  -0.64
C (0.334, 3.581, 0.504)  2.24
C (-0.325, 3.384, -0.869)  -1.60
C (1.725, 2.934, 0.432)  -2.61
C (0.515, 5.082, 0.767)  -1.63
H (0.939, 2.024, 4.911)  0.65
H (1.748, 2.695, 3.507)  0.33
H (1.643, 0.603, 2.714)  -1.12
H (-1.290, 2.705, 5.443)  0.53
H (-1.926, 1.698, 4.147)  0.20
H (-2.413, 3.390, 4.265)  0.33
H (-0.063, 4.687, 5.012)  0.47
H (-0.830, 5.269, 3.545)  0.31
H (0.909, 4.928, 3.573)  0.41
H (-2.317, 4.941, 0.859)  0.24
H (-4.743, 5.229, 0.755)  0.49
H (-6.248, 3.362, 1.342)  0.43
H (-5.300, 1.193, 2.069)  0.55
H (-2.855, 0.899, 2.198)  0.37
H (-0.426, 2.326, -1.132)  0.18
H (0.337, 3.813, -1.622)  0.67
H (-1.295, 3.872, -0.959)  0.33
H (1.691, 1.908, 0.064)  0.37
H (2.246, 2.933, 1.389)  0.33
H (2.325, 3.510, -0.276)  0.63
H (-0.403, 5.609, 1.019)  0.20
H (0.912, 5.535, -0.143)  0.55
H (1.237, 5.265, 1.558)  0.35
C (0.132, -0.262, 3.928)  -0.87
C (0.652, 0.875, 3.070)  1.14
N (-0.232, 1.096, 1.877)  1.68
H (-0.843, -0.041, 4.363)  0.26
H (0.831, -0.464, 4.742)  0.49
H (0.030, -1.175, 3.345)  -0.48
N (1.334, -1.425, 0.864)  1.75
C (2.582, -1.142, 1.541)  -0.83
C (3.496, -0.256, 0.987)  0.21
C (4.676, 0.009, 1.668)  -1.12
C (4.947, -0.606, 2.883)  -0.74
C (4.039, -1.512, 3.410)  -0.63
C (2.857, -1.788, 2.737)  -0.13
H (0.919, -2.243, 1.302)  0.14
H (1.590, -1.708, -0.088)  -1.28
H (3.296, 0.201, 0.029)  0.69
H (5.392, 0.696, 1.238)  0.48
H (5.869, -0.395, 3.405)  0.42
H (4.251, -2.016, 4.343)  0.47
H (2.149, -2.501, 3.142)  0.32
C (-0.351, -5.065, 3.920)  -0.71
C (0.188, -5.080, 2.642)  -0.78
C (-0.268, -4.177, 1.691)  -0.25
C (-1.266, -3.242, 1.997)  0.52
C (-1.807, -3.260, 3.285)  -0.74
C (-1.352, -4.159, 4.238)  -0.60
Si (-1.894, -2.024, 0.725)  2.26
C (-2.690, -2.867, -0.742)  0.37
C (-2.207, -4.037, -1.330)  0.01
C (-2.862, -4.618, -2.406)  -0.78
C (-4.013, -4.039, -2.920)  -0.60
C (-4.525, -2.889, -2.338)  -0.77
C (-3.869, -2.318, -1.257)  -0.49
H (-0.001, -5.769, 4.662)  0.41
H (0.953, -5.799, 2.381)  0.48
H (0.155, -4.223, 0.691)  0.14
H (-2.591, -2.562, 3.551)  0.40
H (-1.782, -4.156, 5.231)  0.44
H (-3.067, -1.315, 1.344)  -0.66
H (-1.304, -4.503, -0.962)  0.33
H (-2.468, -5.524, -2.847)  0.51
H (-4.520, -4.496, -3.759)  0.41
H (-5.441, -2.451, -2.713)  0.47
H (-4.325, -1.461, -0.769)  0.46
C (4.326, -3.062, -1.919)  -0.28
S (4.132, -2.381, -3.576)  -0.10
C (2.635, -3.071, -4.168)  0.45
C (1.463, -3.352, -3.538)  -0.54
S (1.011, -3.026, -1.919)  -0.19
S (0.179, -3.965, -4.568)  0.08
C (1.030, -3.952, -6.072)  -0.01
S (0.398, -4.432, -7.497)  -0.21
S (2.663, -3.393, -5.884)  -0.12
H (5.390, -2.977, -1.703)  0.44
H (4.037, -4.109, -1.896)  0.31
H (3.756, -2.493, -1.192)  -0.31

Output
charge: +1
frontier orbital gap (alpha / beta): 5.821 / 6.552 eV
multiplicity: 4
HOMO (alpha / beta): -0.332 / -0.332 Eh
relative energy (zero: lowest compared OMol25 entry of this formula, charge and spin): 31.4 kJ/mol